[1]
DFT (the ωB97M-V functional and the def2-TZVPD basis) results for C6H11N2O2P in the gas phase.

```
22
Properties=species:S:1:pos:R:3:mulliken_charge:R:1
C 1.70 -2.31 0.52 -0.7410
C 1.83 -0.96 0.24 0.2165
C -0.37 -1.60 1.08 0.8827
C -1.58 -1.07 1.61 -1.2288
C -1.06 0.75 -1.76 -0.3141
C 0.07 1.62 -1.39 -0.7909
N 0.41 -2.57 1.02 -0.6199
N 0.66 -0.29 0.43 0.0580
O -2.14 0.98 -0.92 -0.4978
O 1.87 1.99 0.45 -0.5268
P 0.34 1.41 0.44 -0.0054
H 2.39 -3.13 0.27 0.3684
H 2.75 -0.40 -0.16 0.3467
H -2.19 -1.01 0.78 0.2683
H -1.83 -1.88 2.32 0.3663
H -1.51 -0.18 2.22 0.3106
H -0.93 -0.43 -1.73 0.1659
H -1.50 0.87 -2.71 0.3402
H -0.13 2.72 -1.67 0.3272
H 1.04 1.61 -1.82 0.4144
H -2.10 1.94 -0.61 0.3283
H 2.27 1.93 1.38 0.3311
```

Output
- Energy: -836.4989 a.u.
- SMILES: Cc1nccn1P(O)CCO
- Energy relative to the best compared isomer or geometry (same formula, charge and spin): 37.8 kcal per mole
- HOMO energy: -0.287 Ha
- Maximum force: 6.62 eV/A

=====

[2]
DFT (the ωB97M-V functional and the def2-TZVPD basis) results for a gas-phase ion, C6H11N2O5 (charge +1).

```
24
Properties=species:S:1:pos:R:3:mulliken_charge:R:1
C -0.93 0.14 1.33 0.1451
C -0.68 -2.05 1.02 0.5303
C 0.56 -0.25 1.45 0.3350
C 1.58 0.36 0.39 -0.1662
C -3.12 -0.97 0.94 -0.9952
C 1.64 1.67 -1.55 -1.1055
N -1.61 -1.12 0.96 0.1398
N 0.83 1.39 -0.34 0.0223
O -1.45 1.14 1.64 -0.4373
O -1.01 -3.27 0.80 -0.3785
O 0.54 -1.69 1.27 -0.3092
O 2.05 -0.77 -0.36 -0.5564
O -0.36 0.60 -0.78 -0.5107
H 1.19 0.03 2.36 0.3288
H 2.39 1.07 0.88 0.3749
H -3.38 -1.49 0.07 0.4001
H -3.48 -1.48 1.77 0.3716
H -3.39 -0.01 0.88 0.3943
H 1.15 2.59 -1.85 0.3768
H 2.65 2.01 -1.14 0.4174
H 1.65 0.95 -2.27 0.4436
H -0.18 -3.77 0.74 0.4180
H 2.78 -0.41 -0.95 0.4076
H -1.12 1.16 -0.75 0.3533
```

Output
- Energy: -720.5803 a.u.
- Charge: +1
- SMILES: CN(O)[C@H](O)[C@@H]1OC(O)=[N+](C)C1=O
- Energy relative to the best compared isomer or geometry (same formula, charge and spin): 13.8 kcal per mole
- HOMO energy: -0.512 Ha
- Maximum force: 5.68 eV/A

=====

[3]
DFT (the ωB97M-V functional and the def2-TZVPD basis) results for a gas-phase ion, C6H11N2S (charge +1).

```
20
Properties=species:S:1:pos:R:3:mulliken_charge:R:1
C 0.79 -1.77 0.17 -0.2938
C 1.29 0.88 0.08 0.5694
C 0.86 -2.17 1.43 -0.4651
C -1.04 0.44 -0.77 0.5294
C -2.17 0.11 0.15 -1.3059
C -0.98 0.30 -2.06 -0.7513
N -0.02 1.05 -0.01 -0.1519
N 2.05 1.91 0.37 -0.3586
S 2.08 -0.62 -0.37 -0.0629
H 0.23 -2.93 1.89 0.3290
H 1.71 -1.72 2.15 0.1960
H -2.52 0.99 0.62 0.4423
H -1.89 -0.83 0.72 0.2228
H -3.11 -0.15 -0.33 0.4077
H 0.01 0.62 -2.62 0.1985
H -1.74 -0.14 -2.68 0.3515
H 0.22 -2.15 -0.67 0.4677
H -0.46 1.58 0.71 0.2499
H 1.67 2.72 0.68 0.2007
H 3.04 1.88 0.54 0.2246
```

Output
- Energy: -742.6088 a.u.
- Charge: +1
- Energy relative to the best compared isomer or geometry (same formula, charge and spin): 63.1 kcal per mole
- HOMO energy: -0.492 Ha
- Maximum force: 4.00 eV/A

=====

[4]
DFT (the ωB97M-V functional and the def2-TZVPD basis) results for C6H11N3 in the gas phase.

```
20
Properties=species:S:1:pos:R:3:mulliken_charge:R:1
C -3.04 -0.49 -0.36 -0.8020
C -0.57 1.39 0.10 -0.0859
C 1.36 0.59 -0.36 0.2052
C 2.69 -0.20 -0.02 -0.6052
C 1.70 -1.49 -0.03 -0.8143
C 0.60 -0.50 0.30 -0.2014
H -3.80 -1.18 0.07 0.3400
H -2.67 -1.08 -1.20 0.3022
H -3.57 0.40 -0.74 0.2787
H -2.02 -0.05 1.31 0.2146
H -1.46 2.06 0.37 0.3515
H 1.17 0.48 -1.44 0.2720
H 2.91 -0.12 1.03 0.3074
H 3.50 -0.08 -0.78 0.3202
H 1.56 -1.78 -1.03 0.3289
H 1.86 -2.29 0.62 0.3561
H 0.75 -0.26 1.43 0.2085
N -1.92 -0.55 0.48 -0.4471
N -0.78 -0.09 -0.18 0.1294
N 0.61 1.80 0.06 -0.6589
```

Output
- Energy: -399.3276 a.u.
- SMILES: CNN1C=N[C@H]2CC[C@@H]21
- Energy relative to the best compared isomer or geometry (same formula, charge and spin): 105.2 kcal per mole
- HOMO energy: -0.328 Ha
- Maximum force: 3.23 eV/A

=====

[5]
DFT (the ωB97M-V functional and the def2-TZVPD basis) results for C6H11N3 in the gas phase.

```
20
Properties=species:S:1:pos:R:3:mulliken_charge:R:1
C -1.51 -1.40 -1.30 0.2021
C -1.15 0.27 0.53 -0.6554
C 0.33 0.48 0.98 -0.6219
C 2.06 -0.34 -0.58 -0.6646
C -1.50 -1.04 0.07 0.2397
C 1.18 1.80 -0.92 -1.2113
N -1.33 -1.68 -2.45 -0.4983
N 1.22 0.63 -0.16 0.3280
N -1.89 -1.98 1.06 -0.5992
H -1.66 0.43 1.59 0.2705
H -1.37 1.23 -0.04 0.3751
H 0.34 1.44 1.50 0.3671
H 0.39 -0.50 1.64 0.2743
H 2.17 -1.31 0.02 0.2356
H 2.25 -0.30 -1.62 0.2754
H 0.90 1.64 -1.90 0.4204
H 0.48 2.62 -0.59 0.3212
H 2.21 2.37 -0.84 0.3679
H -1.73 -1.51 2.05 0.3075
H -1.40 -2.87 0.94 0.2658
```

Output
- Energy: -399.3093 a.u.
- Energy relative to the best compared isomer or geometry (same formula, charge and spin): 116.6 kcal per mole
- HOMO energy (alpha / beta): -0.279 / -0.225 Ha
- Maximum force: 4.93 eV/A

=====

[6]
DFT (the ωB97M-V functional and the def2-TZVPD basis) results for a molecular structure, C6H11N3.

```
20
Properties=species:S:1:pos:R:3:mulliken_charge:R:1
C 1.64 -0.86 0.87 -1.0425
C -0.61 -0.90 1.80 -1.0104
C -1.26 -1.00 -1.58 -1.1790
N 0.26 -0.40 0.72 0.1530
C -0.29 -0.07 -0.97 0.1001
C -0.06 1.22 -0.91 0.6305
N -0.01 2.25 -1.81 -0.6001
C 0.49 1.48 0.52 0.1328
N 0.94 2.36 1.17 -0.7315
H -0.84 2.83 -1.90 0.2605
H 0.77 2.88 -1.60 0.3135
H 2.25 -0.51 0.03 0.3198
H 1.67 -1.95 0.93 0.3334
H 2.09 -0.46 1.79 0.3771
H -1.65 -0.63 1.61 0.3255
H -0.55 -1.99 1.84 0.3449
H -0.31 -0.51 2.77 0.3342
H -1.64 -0.56 -2.51 0.3694
H -0.77 -1.95 -1.83 0.3044
H -2.12 -1.21 -0.94 0.2644
```

Output
- Energy: -399.3416 a.u.
- Energy relative to the best compared isomer or geometry (same formula, charge and spin): 96.4 kcal per mole
- HOMO energy: -0.289 Ha
- Maximum force: 4.45 eV/A

=====

[7]
DFT (the ωB97M-V functional and the def2-TZVPD basis) results for C6H11N3 in the gas phase.

```
20
Properties=species:S:1:pos:R:3:mulliken_charge:R:1
C 3.16 -0.74 0.28 -0.4006
C 1.77 -0.87 0.62 -0.5532
C 3.28 0.30 -0.59 -0.5485
C 1.07 0.02 -0.22 0.2117
C -1.94 -0.93 -1.13 -1.2124
C -1.39 -0.31 0.20 -0.2249
N 2.00 0.73 -0.88 -0.1535
N -0.11 1.74 0.72 -0.6311
N -0.32 0.66 -0.12 0.0899
H 4.04 -1.27 0.59 0.3915
H 1.31 -1.79 0.98 0.2991
H 4.19 0.64 -1.08 0.3654
H -2.43 -0.21 -1.77 0.3195
H -1.17 -1.39 -1.70 0.3111
H -2.76 -1.59 -1.01 0.4204
H -2.24 0.17 0.70 0.3179
H -0.97 -1.04 0.93 0.2791
H 1.80 1.77 -1.01 0.3168
H -0.72 2.60 0.57 0.1938
H 0.15 1.64 1.72 0.2078
```

Output
- Energy: -399.4001 a.u.
- SMILES: CCN(N)c1ccc[nH]1
- Energy relative to the best compared isomer or geometry (same formula, charge and spin): 59.7 kcal per mole
- HOMO energy: -0.291 Ha
- Maximum force: 3.48 eV/A

=====

[8]
DFT (the ωB97M-V functional and the def2-TZVPD basis) results for C6H11N3 in the gas phase.

```
20
Properties=species:S:1:pos:R:3:mulliken_charge:R:1
C -2.49 -0.27 -0.49 -1.0561
C -0.16 -0.46 0.72 0.1185
C -0.02 1.11 0.94 -0.8633
C 0.68 1.73 -0.28 -0.1529
C 2.11 -1.22 -0.51 -0.5216
C 1.26 -0.80 0.55 -0.3037
H -2.58 0.71 -0.35 0.3952
H -3.09 -0.85 0.34 0.2711
H -2.77 -0.46 -1.54 0.3385
H -1.12 0.31 -1.20 0.3766
H -0.35 -1.04 1.59 0.4895
H -0.92 1.65 1.47 0.2998
H 0.73 1.22 1.74 0.4526
H 0.01 2.53 -0.86 0.3475
H 1.36 -1.60 -1.43 0.2062
H 2.96 -1.88 -0.51 0.2907
H 1.69 -1.19 1.38 0.5000
N -1.08 -0.71 -0.47 -0.4763
N 1.57 1.07 -1.06 -0.4153
N 2.19 0.15 -0.02 -0.2969
```

Output
- Energy: -399.2130 a.u.
- SMILES: CN[C@@H]1CC=NN2C[C@H]12
- Energy relative to the best compared isomer or geometry (same formula, charge and spin): 177.1 kcal per mole
- HOMO energy: -0.340 Ha
- Maximum force: 6.36 eV/A

=====

Which value of maximum force does entry 2 give? 5.68 eV/A